i:
Below is 14 unconnected molecules or ions with the total composition C34H99N3O25, with properties calculated with the ωB97M-V functional and the def2-TZVPD basis.

Calculated values
E_HOMO	-9.2	eV
LUMO level	0.48	eV
Kohn-Sham gap	9.711	eV

Positions of all 161 atoms, in Å:
C1 13.45 7.16 12.79
C2 12.28 8.19 12.86
C3 11.59 8.08 14.26
O1 11.17 6.75 14.49
C4 11.12 6.20 15.75
N1 12.97 9.55 12.75
H1 13.06 6.14 12.98
H2 14.25 7.46 13.49
H3 13.90 7.18 11.72
H4 11.53 8.14 12.07
H5 10.71 8.73 14.29
H6 12.38 8.31 14.97
H7 11.07 5.15 15.57
H8 10.36 6.64 16.43
H9 12.01 6.42 16.29
H10 13.49 9.89 13.56
H11 12.26 10.22 12.62
C5 12.30 12.45 16.00
C6 13.59 13.29 15.80
C7 13.72 13.81 14.35
O2 12.46 14.41 14.03
C8 12.65 15.43 13.06
N2 13.52 14.38 16.73
H12 11.38 13.08 15.87
H13 12.22 12.11 17.01
H14 12.19 11.59 15.34
H15 14.43 12.59 15.95
H16 14.10 12.98 13.66
H17 14.60 14.53 14.31
H18 11.62 15.42 12.64
H19 13.34 15.12 12.26
H20 12.86 16.41 13.50
H21 12.76 14.98 16.44
H22 14.34 14.98 16.61
C9 18.20 15.94 10.67
C10 17.35 14.64 10.98
C11 18.03 13.81 12.14
O3 17.22 12.66 12.45
C12 17.22 11.68 11.46
N3 16.00 14.90 11.37
H23 17.80 16.30 9.70
H24 19.26 15.62 10.55
H25 18.24 16.65 11.51
H26 17.43 13.97 10.09
H27 18.04 14.37 13.04
H28 19.02 13.44 12.02
H29 16.50 11.90 10.66
H30 16.80 10.81 11.88
H31 18.23 11.50 11.07
H32 15.67 14.20 11.96
H33 15.96 15.79 11.88
C13 11.82 13.90 19.65
C14 11.02 12.60 19.89
O4 9.63 12.64 19.65
O5 13.18 13.60 19.35
H34 11.89 14.61 20.55
H35 11.33 14.44 18.85
H36 11.25 12.17 20.86
H37 11.43 11.86 19.21
H38 9.22 13.49 19.85
H39 13.36 13.68 18.34
C15 13.96 9.71 18.58
C16 13.72 9.17 17.18
O6 14.05 10.06 16.18
O7 15.30 10.08 18.86
H40 13.58 9.01 19.32
H41 13.42 10.64 18.59
H42 12.60 8.95 17.11
H43 14.15 8.15 16.95
H44 15.01 10.09 15.99
H45 15.35 10.57 19.69
C17 14.13 16.93 8.99
C18 13.70 17.52 7.68
O8 14.75 17.81 6.75
O9 14.83 15.67 8.79
H46 13.22 16.92 9.63
H47 14.76 17.57 9.54
H48 13.22 18.49 7.90
H49 12.94 16.95 7.20
H50 15.43 17.13 6.91
H51 15.22 15.37 9.64
C19 7.51 10.34 17.14
C20 8.95 9.83 16.97
O10 9.77 10.33 17.98
O11 7.41 11.69 16.72
H52 7.22 10.30 18.17
H53 6.86 9.72 16.61
H54 9.27 10.18 15.97
H55 9.11 8.75 16.98
H56 9.40 11.07 18.49
H57 7.52 12.26 17.50
C21 9.50 15.26 9.65
C22 9.18 14.29 8.60
O12 10.28 14.25 7.72
O13 10.43 14.79 10.58
H58 8.56 15.42 10.19
H59 9.79 16.23 9.29
H60 8.39 14.73 8.02
H61 8.99 13.32 9.00
H62 11.03 13.73 8.08
H63 11.25 14.39 10.26
C23 18.50 10.47 16.74
C24 17.80 11.69 16.24
O14 16.86 11.33 15.20
O15 17.66 9.45 17.21
H64 19.23 10.68 17.52
H65 19.19 10.08 15.97
H66 18.58 12.32 15.86
H67 17.23 12.15 17.06
H68 17.16 11.71 14.38
H69 17.06 9.74 17.87
C25 13.88 12.83 9.98
C26 13.37 11.38 10.15
O16 14.44 10.54 10.62
O17 12.79 13.63 9.30
H70 14.83 12.96 9.47
H71 13.89 13.28 10.96
H72 12.91 10.97 9.15
H73 12.56 11.48 10.91
H74 14.01 9.92 11.29
H75 13.37 14.39 8.97
C27 17.18 13.52 19.98
C28 16.24 13.52 21.22
O18 15.14 12.64 20.96
O19 16.42 13.77 18.79
H76 17.67 12.49 19.85
H77 17.95 14.27 20.16
H78 15.89 14.52 21.31
H79 16.79 13.24 22.11
H80 14.43 13.10 20.42
H81 15.52 13.36 19.00
C29 17.17 15.64 15.91
C30 17.25 16.75 14.84
O20 15.93 17.24 14.57
O21 16.25 16.17 16.89
H82 18.19 15.50 16.33
H83 16.75 14.67 15.53
H84 17.72 16.40 13.93
H85 17.86 17.49 15.33
H86 15.43 17.00 15.38
H87 16.36 15.55 17.66
C31 9.89 12.08 12.74
C32 8.90 12.96 13.49
O22 9.29 14.38 13.37
O23 11.27 12.30 12.94
H88 9.67 12.13 11.66
H89 9.61 11.05 13.04
H90 8.88 12.85 14.58
H91 7.90 12.70 13.11
H92 9.61 14.56 12.44
H93 11.47 13.17 13.28
C33 7.41 15.08 17.24
C34 8.26 16.14 16.68
O24 9.36 15.47 15.99
O25 8.11 14.23 18.16
H94 6.88 14.52 16.46
H95 6.60 15.59 17.75
H96 8.78 16.64 17.53
H97 7.64 16.84 16.12
H98 8.98 15.18 15.13
H99 9.02 14.18 17.73

***

ii:
Below is 14 unconnected molecules or ions with the total composition C34H99N3O25, with properties calculated with the ωB97M-V functional and the def2-TZVPD basis.

Calculated values
E_HOMO	-9.2	eV
LUMO level	0.27	eV
Kohn-Sham gap	9.423	eV

Positions of all 161 atoms, in Å:
C1 -1.49 -0.48 -5.80
C2 -2.18 -1.81 -5.69
O1 -1.43 -2.65 -4.80
O2 -1.43 0.13 -4.51
H1 -2.06 0.17 -6.43
H2 -0.54 -0.60 -6.28
H3 -2.22 -2.36 -6.61
H4 -3.21 -1.65 -5.34
H5 -1.16 -2.18 -3.99
H6 -1.33 1.11 -4.60
C3 1.94 -4.59 -2.81
C4 1.57 -3.17 -2.71
O3 2.85 -2.53 -2.81
O4 0.78 -5.36 -2.52
H7 2.61 -4.80 -2.01
H8 2.35 -4.87 -3.83
H9 1.14 -2.93 -1.77
H10 0.91 -2.93 -3.54
H11 2.64 -1.58 -3.03
H12 0.98 -6.31 -2.60
C5 -5.37 -0.76 -0.69
C6 -4.21 -1.71 -0.62
O5 -3.03 -1.04 -0.91
O6 -5.12 0.39 0.14
H13 -6.33 -1.21 -0.44
H14 -5.60 -0.46 -1.71
H15 -4.41 -2.45 -1.36
H16 -4.20 -2.33 0.30
H17 -2.48 -1.61 -1.43
H18 -4.40 0.90 -0.31
C7 2.15 -2.95 3.57
C8 1.56 -4.31 3.28
O7 0.54 -4.70 4.18
O8 1.20 -1.91 3.30
H19 3.04 -2.83 2.89
H20 2.44 -2.78 4.56
H21 2.45 -4.89 3.27
H22 1.14 -4.34 2.27
H23 -0.22 -4.94 3.59
H24 1.69 -1.07 3.46
C9 -1.23 -1.51 6.18
C10 -0.30 -2.12 7.12
O9 0.81 -2.83 6.50
O10 -0.67 -0.72 5.14
H25 -1.86 -0.73 6.65
H26 -1.75 -2.32 5.63
H27 -0.82 -2.79 7.83
H28 0.34 -1.33 7.67
H29 0.43 -3.63 6.01
H30 0.04 -1.23 4.72
C11 -3.44 -4.30 3.62
C12 -2.43 -3.70 2.68
O11 -1.45 -4.67 2.29
O12 -4.24 -5.32 2.93
H31 -4.16 -3.52 3.96
H32 -2.88 -4.70 4.48
H33 -1.89 -2.92 3.20
H34 -2.95 -3.35 1.74
H35 -1.91 -5.47 1.98
H36 -4.83 -4.96 2.25
C13 -4.18 0.97 3.77
C14 -2.87 0.64 3.00
O13 -3.05 -0.50 2.16
O14 -5.17 1.37 2.80
H37 -3.97 1.85 4.38
H38 -4.43 0.07 4.31
H39 -2.09 0.47 3.67
H40 -2.60 1.54 2.46
H41 -3.14 -0.41 1.22
H42 -5.07 0.80 2.01
C15 -2.66 -6.10 -1.43
C16 -2.65 -4.84 -2.31
O15 -1.62 -3.93 -1.86
O16 -1.52 -6.92 -1.55
H43 -3.51 -6.68 -1.63
H44 -2.78 -5.71 -0.45
H45 -3.67 -4.30 -2.16
H46 -2.54 -5.03 -3.40
H47 -0.80 -4.23 -2.26
H48 -0.78 -6.31 -1.49
C17 5.24 3.50 -3.49
C18 6.76 3.62 -3.44
O17 7.06 4.99 -3.69
O18 4.73 2.30 -3.04
H49 4.84 3.55 -4.51
H50 4.83 4.38 -2.93
H51 7.25 2.95 -4.16
H52 7.05 3.25 -2.41
H53 7.94 5.08 -4.13
H54 4.77 2.31 -2.08
C19 1.72 3.16 2.53
C20 2.46 2.24 3.47
O19 2.58 0.91 2.98
O20 2.18 3.27 1.17
H55 1.79 4.20 2.92
H56 0.60 2.90 2.60
H57 1.89 2.15 4.35
H58 3.42 2.65 3.82
H59 3.03 0.99 2.14
H60 1.75 2.54 0.68
C21 -2.99 2.69 -3.68
C22 -2.72 1.90 -2.36
O21 -3.58 2.37 -1.34
O22 -1.75 2.80 -4.41
H61 -3.35 3.70 -3.41
H62 -3.75 2.24 -4.29
H63 -1.66 1.76 -2.10
H64 -3.10 0.82 -2.57
H65 -3.00 2.97 -0.78
H66 -1.78 3.69 -4.76
C23 -0.27 6.70 -0.26
C24 -1.23 5.44 -0.34
C25 -2.24 5.44 0.83
O23 -2.99 4.20 0.71
C26 -4.17 4.07 1.41
N1 -1.99 5.24 -1.63
H67 -0.66 7.64 -0.67
H68 0.58 6.61 -1.01
H69 0.16 6.98 0.73
H70 -0.47 4.61 -0.30
H71 -2.91 6.31 0.66
H72 -1.81 5.50 1.81
H73 -3.92 3.78 2.43
H74 -4.69 3.22 0.86
H75 -4.77 5.01 1.36
H76 -2.89 5.78 -1.58
H77 -1.43 5.60 -2.38
C27 6.18 1.23 1.65
C28 5.81 1.19 0.16
C29 5.07 -0.05 -0.22
O24 3.96 -0.15 0.62
C30 3.34 -1.38 0.53
N2 5.07 2.35 -0.27
H78 7.02 0.65 2.04
H79 5.29 0.94 2.30
H80 6.34 2.28 1.88
H81 6.80 1.15 -0.29
H82 5.72 -0.93 -0.15
H83 4.78 -0.01 -1.29
H84 3.02 -1.75 -0.45
H85 2.47 -1.35 1.17
H86 3.97 -2.20 0.89
H87 5.69 3.14 0.01
H88 4.19 2.52 0.19
C31 1.59 2.50 -2.42
C32 2.11 1.12 -1.99
C33 1.04 0.43 -1.13
O25 0.93 1.11 0.14
C34 -0.19 0.61 0.95
N3 2.27 0.28 -3.25
H89 0.63 2.37 -3.02
H90 2.29 2.94 -3.16
H91 1.36 3.19 -1.58
H92 3.05 1.15 -1.42
H93 1.45 -0.53 -0.94
H94 0.07 0.50 -1.71
H95 -0.39 1.31 1.76
H96 -0.11 -0.48 1.17
H97 -1.07 0.70 0.28
H98 1.43 0.32 -3.83
H99 3.05 0.67 -3.78

***

What are the relative energies? In eV: i 0.000; ii 0.766.

***

i:
Below is 2 unconnected molecules or ions with the total composition C3H11O, with properties calculated with the ωB97M-V functional and the def2-TZVPD basis.

Calculated values
total charge	+1
E_HOMO	-14.4	eV
LUMO level	-5.31	eV
Kohn-Sham gap	9.115	eV

Positions of all 15 atoms, in Å:
O1 -2.06 -1.28 2.00
H1 -2.29 -0.82 1.16
H2 -1.45 -2.03 1.86
H3 -2.77 -1.43 2.66
C1 2.11 0.18 -0.96
C2 0.83 0.91 -1.31
C3 -0.27 0.63 -0.29
H4 2.40 0.37 0.08
H5 2.98 0.46 -1.55
H6 1.98 -0.90 -0.93
H7 0.46 0.57 -2.27
H8 0.85 2.00 -1.40
H9 -1.06 1.38 -0.32
H10 -0.76 -0.32 -0.57
H11 0.17 0.59 0.71

***

ii:
Below is 5 unconnected molecules or ions with the total composition C3H11O, with properties calculated with the ωB97M-V functional and the def2-TZVPD basis.

Calculated values
total charge	+1
E_HOMO	-13.3	eV
LUMO level	-6.91	eV
Kohn-Sham gap	6.388	eV

Positions of all 15 atoms, in Å:
O1 1.84 2.10 -4.46
H1 1.05 2.63 -4.26
H2 2.21 2.48 -5.27
H3 -1.75 -3.94 1.27
C1 0.36 -0.93 0.87
C2 0.24 0.28 1.39
C3 -0.75 1.37 1.18
H4 -0.95 -3.60 0.88
H5 -0.31 -1.21 0.09
H6 1.34 -1.46 0.92
H7 0.81 0.59 2.27
H8 -1.09 -3.41 1.70
H9 -1.52 1.15 0.45
H10 -1.23 1.64 2.10
H11 -0.25 2.30 0.88

***

What are the relative energies? In eV: i 0.000; ii 4.499.

***

i:
Below is 2 unconnected molecules or ions with the total composition C4H9N4, with properties calculated with the ωB97M-V functional and the def2-TZVPD basis.

Calculated values
total charge	+1
E_HOMO (alpha / beta)	-14.4 / -14.4	eV
LUMO level (alpha / beta)	-6.85 / -6.85	eV
Kohn-Sham gap (alpha / beta)	7.580 / 7.580	eV

Positions of all 17 atoms, in Å:
C1 1.31 0.38 1.04
C2 0.11 -0.95 -0.40
C3 -0.06 -0.12 0.84
C4 -0.96 -1.80 -1.12
N1 2.01 -0.07 0.12
N2 1.28 -0.76 -0.83
N3 -1.11 -0.12 1.65
N4 0.54 2.12 -0.63
H1 1.50 0.97 1.86
H2 -1.46 -2.41 -0.33
H3 -0.38 -2.41 -1.77
H4 -1.62 -1.23 -1.80
H5 -1.37 0.60 2.29
H6 -1.83 -0.89 1.72
H7 -0.03 2.85 -1.08
H8 0.65 1.36 -1.35
H9 1.43 2.47 -0.21

***

ii:
Below is a gas-phase ion, C4H9N4 (charge +1), with properties calculated with the ωB97M-V functional and the def2-TZVPD basis.

Calculated values
total charge	+1
E_HOMO	-14.1	eV
LUMO level	-4.19	eV
SMILES	[H]/N=C\CN[N+](C)=C=N
Kohn-Sham gap	9.871	eV

Positions of all 17 atoms, in Å:
H1 -1.38 0.04 1.59
N1 -2.02 -0.44 0.90
C1 -2.05 0.15 -0.20
C2 -1.02 1.18 -0.60
N2 0.25 1.32 0.11
N3 0.87 0.06 0.36
C3 2.31 -0.19 0.22
C4 0.30 -1.00 0.03
N4 0.02 -2.11 -0.34
H2 -2.69 -0.18 -0.98
H3 -0.72 0.69 -1.64
H4 -1.44 2.21 -0.69
H5 0.18 1.88 0.93
H6 2.83 0.19 1.07
H7 2.47 -1.27 -0.03
H8 2.63 0.31 -0.74
H9 -0.55 -2.84 0.02

***

What are the relative energies? In eV: i 0.000; ii 0.832.

***

i:
Below is C6H9N3O2 in the gas phase, with properties calculated with the ωB97M-V functional and the def2-TZVPD basis.

Calculated values
E_HOMO	-9.0	eV
LUMO level	0.74	eV
SMILES	N[C@@H](Cc1c[nH]cn1)C(=O)O
Kohn-Sham gap	9.740	eV

Positions of all 20 atoms, in Å:
N1 -1.85 0.89 0.66
C1 -0.52 1.47 0.61
C2 0.61 0.57 1.13
C3 0.71 -0.71 0.36
C4 1.60 -1.07 -0.60
N2 1.20 -2.31 -1.03
C5 0.08 -2.64 -0.35
N3 -0.26 -1.70 0.50
C6 -0.20 1.92 -0.81
O1 0.90 2.24 -1.18
O2 -1.26 1.95 -1.62
H1 -1.79 -0.14 0.62
H2 -2.33 1.13 1.55
H3 -0.52 2.40 1.21
H4 1.55 1.10 1.06
H5 0.43 0.36 2.21
H6 2.44 -0.58 -0.99
H7 1.65 -2.90 -1.77
H8 -0.43 -3.57 -0.51
H9 -1.99 1.60 -1.03

***

ii:
Below is C6H9N3O2 in the gas phase, with properties calculated with the ωB97M-V functional and the def2-TZVPD basis.

Calculated values
E_HOMO	-9.3	eV
LUMO level	0.59	eV
SMILES	C[C@]1(N)O[C@]1(O)c1ccn[nH]1
Kohn-Sham gap	9.934	eV

Positions of all 20 atoms, in Å:
C1 -1.09 -1.50 -0.87
C2 0.02 -0.53 -1.37
N1 -0.26 -0.13 -2.71
O1 1.34 -0.78 -0.98
C3 0.78 0.41 -0.49
O2 1.01 1.62 -1.10
C4 0.43 0.52 0.95
C5 -0.46 1.23 1.61
C6 -0.44 0.74 2.97
N2 0.47 -0.17 3.08
N3 0.88 -0.45 1.80
H1 -1.78 -0.90 -0.18
H2 -1.79 -1.77 -1.73
H3 -0.54 -2.29 -0.39
H4 -0.01 0.88 -2.73
H5 0.25 -0.70 -3.35
H6 1.93 1.89 -1.09
H7 -1.17 2.00 1.30
H8 -0.97 1.12 3.78
H9 1.41 -1.21 1.50

***

What are the relative energies? In eV: i 0.000; ii 3.082.

***

i:
Below is CH4NO3P in the gas phase, with properties calculated with the ωB97M-V functional and the def2-TZVPD basis.

Calculated values
E_HOMO	-10.7	eV
LUMO level	0.46	eV
SMILES	N[C@@H]1O[P@]1(=O)O
Kohn-Sham gap	11.165	eV

Positions of all 10 atoms, in Å:
N1 0.16 0.04 -0.93
C1 0.86 0.15 0.28
O1 0.87 -1.13 1.14
P1 0.02 0.07 1.78
O2 0.14 0.63 3.12
O3 -1.58 -0.22 1.29
H1 0.30 -0.84 -1.46
H2 -0.86 0.03 -0.68
H3 1.88 0.71 0.27
H4 -2.14 0.35 1.70

***

ii:
Below is 2 unconnected molecules or ions with the total composition CH4NO3P, with properties calculated with the ωB97M-V functional and the def2-TZVPD basis.

Calculated values
E_HOMO	-10.7	eV
LUMO level	-0.49	eV
SMILES	[H]/N=C/P(=O)=O.O
Kohn-Sham gap	10.214	eV

Positions of all 10 atoms, in Å:
H1 -0.72 -1.97 1.91
N1 -0.64 -1.47 1.09
C1 0.42 -1.72 0.44
P1 0.10 -1.13 -1.34
O1 -1.29 -1.17 -1.82
O2 1.29 -0.90 -2.16
H2 1.33 -2.13 0.84
O3 -0.42 1.42 -0.81
H3 -0.79 1.40 -1.76
H4 -1.25 1.65 -0.27

***

What are the relative energies? In eV: i 0.000; ii 0.803.

***

i:
Below is 3 unconnected molecules or ions with the total composition C2H13N2O2, with properties calculated with the ωB97M-V functional and the def2-TZVPD basis.

Calculated values
total charge	+1
E_HOMO	-13.7	eV
LUMO level	-2.84	eV
Kohn-Sham gap	10.828	eV

Positions of all 19 atoms, in Å:
C1 0.56 1.45 -1.30
N1 0.77 1.89 0.09
C2 0.32 -0.02 -1.36
N2 -0.96 -0.38 -0.65
H1 1.42 1.66 -1.94
H2 -0.22 2.03 -1.79
H3 1.76 1.91 0.29
H4 0.44 2.85 0.15
H5 1.08 -0.64 -0.90
H6 0.24 -0.36 -2.39
H7 -1.02 0.10 0.26
H8 -1.79 -0.18 -1.20
H9 -0.88 -1.38 -0.40
H10 -0.14 0.13 3.29
H11 -1.58 -0.29 3.17
O1 -0.80 -0.10 2.63
H12 0.19 -3.64 0.40
H13 0.42 -2.35 1.28
O2 0.20 -2.67 0.40

***

ii:
Below is 3 unconnected molecules or ions with the total composition C2H13N2O2, with properties calculated with the ωB97M-V functional and the def2-TZVPD basis.

Calculated values
total charge	+1
E_HOMO	-13.5	eV
LUMO level	-3.01	eV
Kohn-Sham gap	10.503	eV

Positions of all 19 atoms, in Å:
C1 0.17 0.87 -1.79
N1 -0.69 -0.32 -1.59
C2 0.49 1.35 -0.38
N2 1.36 0.33 0.30
H1 -0.35 1.66 -2.32
H2 1.09 0.47 -2.23
H3 -1.63 0.05 -1.59
H4 -0.53 -1.21 -2.05
H5 -0.37 1.54 0.26
H6 0.97 2.33 -0.38
H7 1.24 -0.52 -0.27
H8 2.35 0.56 0.29
H9 1.01 -0.06 1.21
H10 -1.57 -2.37 0.33
H11 -1.03 -3.40 1.41
O1 -0.97 -2.51 1.09
H12 0.04 0.53 3.07
H13 -1.17 0.06 2.41
O2 -0.42 0.65 2.25

***

What are the relative energies? In eV: i 0.000; ii 0.901.